The following is a quantum chemistry calculation of C35H39AsF6N5O3PS2Sr as an isolated structure in a non-equilibrium geometry, from OMol25.

* relative energy (zero: lowest compared OMol25 entry of this formula, charge and spin): 0.000 eV
* energy: -5859.91024 Ha
* frontier orbital gap (alpha / beta): 8.4 / 6.3 eV
* highest occupied orbital energy (alpha / beta): -10.83 / -10.83 eV
* total charge: +1
* multiplicity: 2

Positions of all 93 atoms, in Å:
Sr 0.224 0.126 0.765
N 1.476 1.505 -3.960
C 0.570 1.073 -5.060
C 0.275 -0.435 -5.029
C -0.556 -0.923 -3.832
N 0.211 -0.897 -2.568
C -1.813 -0.056 -3.684
C -1.527 1.455 -3.701
N -0.683 1.835 -2.482
C -0.758 1.846 -4.962
H 1.837 0.723 -3.434
H 0.266 1.994 -2.814
H 2.249 2.063 -4.294
H 1.031 1.306 -6.016
H 1.222 -0.990 -5.077
H -0.288 -0.680 -5.935
H -0.879 -1.936 -4.065
H 1.040 -1.472 -2.645
H -0.339 -1.334 -1.829
H -2.326 -0.316 -2.748
H -2.495 -0.283 -4.507
H -2.463 1.995 -3.635
H -0.628 0.986 -1.944
H -1.136 2.554 -1.917
H -0.558 2.923 -4.965
H -1.378 1.616 -5.833
O -1.370 -1.289 3.549
S -0.754 -0.077 3.117
O 0.694 -0.126 2.825
O -1.432 0.658 1.986
C -0.724 1.124 4.398
C -1.153 0.862 5.687
C -0.897 1.812 6.671
C -0.210 2.975 6.358
C 0.210 3.235 5.052
C -0.050 2.320 4.045
P 0.366 2.600 2.258
C 1.774 3.784 2.284
C 1.654 5.172 2.436
C 2.787 5.979 2.461
C 4.053 5.410 2.345
C 4.184 4.038 2.192
C 3.051 3.232 2.151
C -0.997 3.741 1.732
C -0.817 4.472 0.550
C -1.827 5.277 0.040
C -3.050 5.345 0.687
C -3.258 4.603 1.842
C -2.238 3.805 2.365
H -1.660 -0.070 5.908
H -1.220 1.631 7.691
H 0.009 3.695 7.142
H 0.748 4.149 4.828
H 0.672 5.625 2.521
H 2.682 7.053 2.575
H 4.936 6.041 2.373
H 5.170 3.595 2.098
H 3.156 2.164 2.008
H 0.142 4.423 0.041
H -1.663 5.846 -0.870
H -3.846 5.962 0.283
H -4.220 4.642 2.345
H -2.421 3.226 3.264
S 4.845 0.026 -1.579
C 4.347 1.674 -1.482
C 3.085 1.784 -1.027
C 2.558 0.492 -0.785
C 3.354 -0.565 -0.993
C 3.091 -2.003 -0.736
C 4.113 -2.928 -0.635
C 3.800 -4.233 -0.297
C 2.476 -4.571 -0.082
C 1.510 -3.590 -0.238
N 1.802 -2.325 -0.559
H 5.025 2.472 -1.760
H 2.566 2.727 -0.878
H 5.146 -2.633 -0.797
H 4.585 -4.974 -0.191
H 2.188 -5.577 0.199
H 0.458 -3.818 -0.113
F -1.516 -0.347 -0.399
As -2.161 -1.818 0.597
F -3.221 -1.011 1.603
F -0.443 -1.872 1.140
F -2.460 -3.318 1.316
F -1.443 -2.644 -0.758
F -3.476 -1.773 -0.506
C -5.022 1.106 0.373
C -3.831 1.636 -0.323
N -2.902 2.046 -0.858
H -4.839 1.089 1.446
H -5.207 0.089 0.041
H -5.887 1.731 0.158